# 1
Below is 2 unconnected molecules or ions with the total composition C3H8OS2 in a non-equilibrium geometry, with properties calculated with wB97M-V/def2-TZVPD.

XYZ file:
```
14
Properties=species:S:1:pos:R:3:forces:R:3
C -2.434 -0.938 -0.649 -0.186 -0.391 -0.632
C -1.334 -1.515 0.176 0.163 1.365 0.379
O -0.184 -1.283 -0.090 0.309 -0.538 -0.023
H -2.903 -0.129 -0.087 -0.111 -0.060 0.041
H -3.189 -1.676 -0.930 -0.090 0.047 0.237
H -1.993 -0.545 -1.564 -0.038 0.120 0.033
H -1.594 -1.929 1.162 -0.114 -0.547 -0.035
C 1.181 1.848 0.008 0.291 0.341 1.020
S 2.886 1.303 -0.212 0.195 -0.501 0.071
S 2.832 -0.519 0.828 0.403 0.010 -0.054
H 0.510 1.074 0.365 0.023 -0.482 -0.751
H 0.955 2.257 -0.969 -0.652 0.112 0.146
H 1.113 2.570 0.830 0.209 0.359 -0.469
H 4.154 -0.520 1.133 -0.401 0.165 0.037
```
Positions in Å, forces in eV/Å.

HOMO level (eV): -7.8
Calculated total energy (Eh): -990.67825
SMILES: CC=O.CSS
LUMO (eV): 0.72
Orbital gap (Eh): 0.31452
Energy above the lowest of the compared OMol25 structures with the same formula, charge and spin (eV): 0.8803

=====

# 2
Below is a molecular structure, C6H14NO in a non-equilibrium geometry, with properties calculated with wB97M-V/def2-TZVPD.

XYZ file:
```
22
Properties=species:S:1:pos:R:3:forces:R:3
C 4.426 -0.375 -0.710 -1.760 0.594 -0.513
O 3.772 -0.017 0.388 -0.135 0.265 1.189
C 5.722 0.375 -0.930 0.629 1.009 -1.133
C -3.654 0.788 -0.203 -0.816 -1.796 -1.721
C -4.112 -0.439 -0.814 -3.924 5.481 -0.190
C -3.569 -0.112 0.991 2.246 -2.317 4.564
N -2.237 -0.957 0.902 -0.062 4.694 -2.978
C -1.127 0.197 1.219 1.090 -3.265 -1.222
H 3.777 -0.006 -1.629 0.794 -1.033 0.218
H 4.547 -1.481 -0.723 0.354 -0.129 -0.721
H 6.125 0.266 -1.978 -0.223 -0.082 0.723
H 6.529 0.185 -0.223 0.002 -0.269 0.258
H 5.430 1.438 -0.813 0.302 -0.345 -0.023
H -4.289 1.683 -0.188 -0.453 -0.742 0.113
H -3.594 -1.170 -1.339 1.224 -1.870 0.492
H -5.228 -0.463 -0.895 0.690 -0.264 -1.014
H -3.482 0.526 1.956 -0.396 -0.634 -1.358
H -4.387 -0.907 1.356 0.997 1.403 -0.930
H -2.282 -0.820 -0.230 1.625 -1.194 3.531
H -0.724 0.082 2.214 -0.163 -0.498 0.399
H -0.253 -0.015 0.523 -1.047 0.359 0.878
H -1.390 1.223 1.125 -0.973 0.633 -0.562
```
Positions in Å, forces in eV/Å.

HOMO level (eV): -1.8
Total charge: -1
Calculated total energy (Eh): -366.70309
LUMO (eV): 1.56
Orbital gap (Eh): 0.12455
Energy above the lowest of the compared OMol25 structures with the same formula, charge and spin (eV): 8.1242

=====

# 3
Below is a molecular structure, CH3ClOS2 in a non-equilibrium geometry, with properties calculated with wB97M-V/def2-TZVPD.

XYZ file:
```
8
Properties=species:S:1:pos:R:3:forces:R:3
C 1.129 0.018 0.337 0.629 0.623 -0.519
O -0.209 -2.137 -0.299 -0.375 -1.402 0.570
S -3.330 1.643 -0.736 -0.117 0.120 0.076
S 0.070 -0.819 -0.877 1.840 -0.018 -1.381
Cl -1.642 0.922 0.014 -1.652 1.168 0.488
H 2.225 -0.019 -0.005 -1.642 0.451 0.307
H 0.679 1.119 0.384 1.603 -2.401 0.668
H 1.078 -0.725 1.181 -0.286 1.459 -0.209
```
Positions in Å, forces in eV/Å.

HOMO level (spin up / spin down) (eV): -7.9 / -9.4
Spin multiplicity: 3
Calculated total energy (Eh): -1371.57083
LUMO (spin up / spin down) (eV): -0.09 / -2.77
Orbital gap (spin up / spin down) (Eh): 0.28710 / 0.24291
Energy above the lowest of the compared OMol25 structures with the same formula, charge and spin (eV): 1.0952

=====

# 4
Below is a single C5H10ClNO molecule in a non-equilibrium geometry, with properties calculated with wB97M-V/def2-TZVPD.

XYZ file:
```
18
Properties=species:S:1:pos:R:3:forces:R:3
H 1.592 -0.901 2.061 -0.961 -0.083 -0.428
N 1.282 -0.781 1.088 1.742 0.363 1.193
C 0.369 -0.039 0.717 -2.302 -0.539 -4.053
O -0.815 0.346 1.200 0.653 0.637 1.048
C -1.165 0.199 2.590 -3.577 -1.396 -1.973
C 0.292 0.356 -1.093 0.166 -0.310 3.473
C -0.943 0.011 -1.848 -1.477 -2.666 0.275
C 1.554 -0.197 -1.552 0.640 -2.248 -1.255
Cl 0.286 2.091 -1.065 0.512 2.062 0.072
H -0.571 0.574 3.332 2.055 1.432 1.312
H -1.403 -0.835 2.859 0.505 -0.256 -0.388
H -2.176 0.660 2.606 0.832 0.118 0.278
H -1.283 -1.140 -1.706 0.943 2.630 -0.587
H -0.835 0.311 -2.915 0.026 -0.522 0.631
H -1.713 0.642 -1.426 -0.554 -0.204 -0.065
H 1.326 -1.299 -1.464 0.698 0.731 -0.517
H 1.908 0.045 -2.593 -0.579 -0.043 1.090
H 2.295 -0.042 -0.792 0.676 0.295 -0.105
```
Positions in Å, forces in eV/Å.

HOMO level (eV): -9.3
Calculated total energy (Eh): -786.61764
SMILES: [H]/N=C(\OC)C(C)(C)Cl
LUMO (eV): 0.75
Orbital gap (Eh): 0.36927
Energy above the lowest of the compared OMol25 structures with the same formula, charge and spin (eV): 2.5775

=====

# 5
Below is a single C17H19NO4S molecule in a non-equilibrium geometry, with properties calculated with wB97M-V/def2-TZVPD.

XYZ file:
```
42
Properties=species:S:1:pos:R:3:forces:R:3
C 0.286 -4.408 3.211 -0.173 -0.100 0.200
O 1.161 -3.875 2.242 0.188 0.260 -0.260
C 1.099 -2.551 1.968 0.021 0.287 -0.047
C 0.257 -1.640 2.602 -0.086 -0.365 0.165
C 0.280 -0.315 2.222 0.423 -0.035 -0.227
C 1.141 0.142 1.227 0.149 -0.535 0.030
C 1.180 1.529 0.832 0.213 -0.227 -0.083
N 0.237 2.377 0.824 -0.743 0.707 0.025
S -1.377 2.017 1.076 -0.323 0.282 0.146
O -1.750 0.733 0.547 -0.011 0.173 -0.125
O -1.714 2.285 2.450 0.143 0.188 -0.004
C -2.107 3.335 0.061 0.626 -0.523 0.319
C -1.442 3.397 -1.306 -0.011 -0.002 -0.164
C -1.450 2.052 -1.981 0.064 0.104 -0.415
C -0.268 1.358 -2.197 -0.021 0.061 -0.078
C -0.284 0.102 -2.776 0.070 -0.077 -0.023
C -1.483 -0.473 -3.156 0.037 -0.125 -0.023
C -2.665 0.221 -2.965 -0.125 -0.003 -0.001
C -2.648 1.474 -2.383 0.071 0.017 -0.050
C 2.015 -0.780 0.603 -0.314 0.022 0.289
O 2.824 -0.279 -0.363 -0.260 0.168 0.188
C 3.681 -1.160 -1.053 0.205 -0.144 -0.133
C 1.977 -2.111 0.973 0.166 -0.141 -0.116
H 0.496 -5.476 3.238 -0.050 0.085 0.030
H -0.760 -4.249 2.935 0.042 0.006 0.010
H 0.474 -3.977 4.199 -0.013 -0.006 -0.049
H -0.416 -1.952 3.383 -0.059 -0.058 0.077
H -0.356 0.395 2.725 -0.036 -0.037 0.135
H 2.146 1.893 0.480 -0.021 0.075 0.067
H -1.970 4.251 0.628 -0.026 0.067 0.081
H -3.164 3.088 -0.003 -0.078 -0.086 0.094
H -1.972 4.128 -1.925 0.049 -0.004 0.090
H -0.412 3.733 -1.176 -0.099 0.076 -0.077
H 0.672 1.799 -1.900 0.076 0.061 0.013
H 0.645 -0.429 -2.925 0.082 -0.049 -0.018
H -1.497 -1.457 -3.601 0.000 -0.067 -0.037
H -3.605 -0.220 -3.264 -0.071 -0.029 -0.027
H -3.576 2.008 -2.235 -0.121 0.059 0.028
H 3.117 -1.936 -1.579 0.001 0.029 0.037
H 4.212 -0.545 -1.777 -0.017 -0.088 0.043
H 4.403 -1.630 -0.378 -0.047 0.016 -0.020
H 2.611 -2.853 0.515 0.080 -0.043 -0.087
```
Positions in Å, forces in eV/Å.

HOMO level (eV): -8.6
Calculated total energy (Eh): -1413.05452
SMILES: COc1ccc(/C=N\S(=O)(=O)CCc2ccccc2)c(OC)c1
LUMO (eV): 0.19
Orbital gap (Eh): 0.32269
Energy above the lowest of the compared OMol25 structures with the same formula, charge and spin (eV): 2.6421

=====

# 6
Below is a molecular structure, C35H23AsN5O4S2W, with properties calculated with wB97M-V/def2-TZVPD.

XYZ file:
```
71
Properties=species:S:1:pos:R:3:forces:R:3
W 1.595 -0.875 -0.137 -0.132 -0.492 -0.191
O 0.504 -0.022 3.535 0.068 0.014 0.015
C 0.754 -0.777 2.657 -0.256 -0.244 -0.097
N 1.920 -0.733 1.813 0.235 0.428 -0.057
C 3.112 -0.201 2.402 -0.011 -0.088 -0.018
O 3.250 0.053 3.551 0.021 -0.001 0.049
C 4.161 -0.059 1.363 -0.020 -0.014 -0.004
C 5.449 0.310 1.677 -0.017 0.018 0.004
C 6.388 0.365 0.656 0.005 -0.001 -0.010
C 5.990 0.027 -0.632 0.013 0.004 0.004
C 4.683 -0.340 -0.865 -0.016 -0.005 -0.017
N 3.755 -0.372 0.118 0.175 -0.037 0.014
C -0.100 -1.898 2.178 0.010 0.076 -0.033
C -0.995 -2.564 2.977 -0.021 0.015 -0.007
C -1.624 -3.689 2.452 0.003 0.001 -0.021
C -1.335 -4.068 1.150 -0.007 0.015 0.027
C -0.456 -3.311 0.397 -0.012 -0.020 0.015
N 0.165 -2.235 0.901 -0.085 0.091 0.123
H 5.687 0.532 2.709 0.006 0.001 -0.003
H 7.411 0.651 0.861 0.001 -0.004 0.001
H 6.690 0.032 -1.457 -0.002 0.001 -0.003
H 4.367 -0.635 -1.857 0.008 0.000 0.007
H -1.156 -2.223 3.992 0.000 -0.009 -0.004
H -2.311 -4.268 3.055 -0.001 0.001 -0.001
H -1.783 -4.947 0.708 0.003 -0.002 0.001
H -0.236 -3.586 -0.621 0.004 -0.004 0.006
S 0.207 -1.461 -2.124 0.022 0.192 0.123
C 0.815 -2.892 -2.803 -0.045 -0.018 -0.057
C 0.082 -3.466 -3.886 0.006 0.007 0.027
N -0.542 -3.918 -4.738 -0.016 0.007 -0.021
C 1.939 -3.489 -2.290 0.065 -0.142 -0.014
S 2.739 -2.778 -0.971 -0.111 0.364 0.162
C 2.490 -4.688 -2.835 -0.023 0.037 0.009
N 2.931 -5.655 -3.271 0.016 -0.014 0.007
O 0.237 0.439 -0.038 -0.097 -0.294 -0.214
As -1.362 1.275 -0.180 -0.063 -0.152 0.212
C -1.640 1.492 -2.032 -0.050 0.144 0.059
C -0.765 2.360 -2.691 0.012 0.031 0.016
C -0.932 2.582 -4.047 -0.005 -0.001 -0.015
C -1.978 1.962 -4.725 0.022 0.023 -0.010
C -2.871 1.139 -4.054 -0.001 -0.019 0.044
C -2.713 0.900 -2.696 0.037 -0.010 -0.064
C -1.016 2.882 0.753 0.109 0.050 -0.106
C 0.233 3.155 1.304 -0.080 -0.011 0.058
C 0.425 4.364 1.954 0.031 -0.040 -0.002
C -0.615 5.280 2.042 -0.020 0.022 0.003
C -1.857 5.000 1.484 0.004 -0.005 0.006
C -2.066 3.797 0.831 -0.010 0.001 -0.043
C -2.615 0.187 0.732 0.107 -0.015 -0.005
C -2.997 0.592 2.012 -0.007 0.012 -0.013
C -3.960 -0.141 2.691 0.009 -0.016 0.007
C -4.527 -1.260 2.097 0.002 0.011 0.004
C -4.122 -1.674 0.831 0.005 -0.021 0.002
C -3.160 -0.957 0.141 0.019 0.007 0.006
H 0.003 2.898 -2.144 0.002 -0.036 -0.018
H -0.272 3.260 -4.571 0.001 -0.001 0.002
H -2.113 2.149 -5.783 -0.002 -0.001 0.002
H -3.703 0.694 -4.583 -0.002 -0.002 0.003
H -3.431 0.287 -2.172 -0.030 -0.005 -0.009
H 1.035 2.431 1.251 0.020 0.010 0.000
H 1.385 4.592 2.396 -0.001 0.000 0.001
H -0.457 6.222 2.551 -0.003 -0.001 -0.001
H -2.661 5.719 1.557 -0.002 -0.002 -0.003
H -3.035 3.585 0.391 -0.001 0.003 -0.006
H -2.565 1.472 2.472 0.005 0.014 -0.006
H -4.275 0.174 3.677 -0.010 -0.001 0.000
H -5.296 -1.813 2.620 -0.004 0.001 0.003
H -4.574 -2.545 0.375 -0.003 0.001 -0.002
H -2.853 -1.280 -0.846 0.014 -0.023 0.005
O 2.422 1.343 -2.530 -0.109 0.013 -0.069
C 2.144 0.611 -1.735 0.211 0.134 0.121
```
Positions in Å, forces in eV/Å.

HOMO level (spin up / spin down) (eV): -17.2 / -17.2
Total charge: +3
Calculated total energy (Eh): -5020.59892
LUMO (spin up / spin down) (eV): -11.55 / -11.59
Orbital gap (spin up / spin down) (Eh): 0.20878 / 0.20720
Energy above the lowest of the compared OMol25 structures with the same formula, charge and spin (eV): 0.1638